{"formula": "C6H25N2O5", "method": "wB97M-V/def2-TZVPD", "charge": 1, "lumo_energy_ev": -2.7, "e_above_lowest_ev": 2.571, "homo_ev": -10.624, "species": ["C", "C", "C", "C", "N", "C", "C", "N", "H", "H", "H", "H", "H", "H", "H", "H", "H", "H", "H", "H", "H", "H", "H", "H", "H", "O", "H", "H", "O", "H", "H", "O", "H", "H", "O", "H", "H", "O"], "coordinates": [[-0.446142, -0.101758, -1.584429], [0.035768, 0.035569, -0.144265], [0.218805, -1.414876, 0.367132], [1.456916, -1.971575, 0.113098], [1.685272, -3.300303, 0.406342], [-1.039863, -2.149539, 0.629266], [-1.956561, -1.614248, 1.760595], [-1.157269, 1.191313, -1.857984], [0.505787, -0.061534, -2.110482], [-1.093779, -0.916303, -1.907020], [1.007018, 0.611324, -0.158288], [-0.603532, 0.651445, 0.547217], [2.250003, -1.283396, -0.064130], [0.940523, -3.965194, 0.442589], [2.493112, -3.670124, -0.052059], [-0.693286, -3.204744, 0.782179], [-1.744462, -2.181291, -0.241725], [-1.855089, -2.336034, 2.566072], [-1.505283, -0.599556, 2.197285], [-2.997081, -1.659969, 1.387637], [-0.572787, 2.042526, -1.661161], [-1.729448, 1.244700, -2.680086], [-1.979742, 1.289490, -1.193007], [-3.305241, 2.031290, 0.827334], [-4.428813, 1.446025, -0.005002], [-3.500906, 1.696059, -0.051660], [-2.257503, 1.308000, 2.554256], [-1.670338, 2.666482, 2.213423], [-1.770538, 1.774090, 1.830492], [2.062166, 1.222433, 1.901421], [2.128142, -0.269936, 2.356476], [2.368482, 0.347626, 1.662054], [1.917412, 2.273729, -1.778675], [1.239966, 3.654224, -1.998707], [1.126792, 2.716284, -2.138835], [3.381879, 0.609497, -0.247289], [2.892554, -0.210393, -1.428038], [3.323208, 0.635627, -1.208767]], "atomic_forces_ev_per_a": [[0.646, 1.891, 0.259], [0.482, -0.553, 1.480], [1.785, 1.629, -1.839], [-4.004, -0.173, 1.859], [1.635, 0.215, -0.447], [-0.343, -1.144, -0.390], [1.661, 0.633, 0.808], [-2.188, 0.805, 1.702], [-0.460, -0.347, -0.834], [0.194, -0.010, 0.435], [-1.007, -0.889, -0.078], [0.164, -0.885, -1.011], [0.697, -0.309, -0.157], [-0.350, 0.078, -0.117], [0.341, -0.374, 0.036], [-1.073, 0.730, 0.219], [1.008, -0.048, 0.093], [-0.321, 0.138, 0.373], [-1.523, -2.079, -1.168], [0.499, 0.771, 0.631], [0.071, -0.847, -0.928], [0.643, 0.193, -1.438], [0.914, -0.312, 0.213], [0.497, -0.057, 0.051], [-0.092, -0.036, -0.341], [-0.618, -0.129, -0.563], [0.625, 0.227, -0.792], [0.214, -0.335, -0.232], [-0.630, 0.631, 1.912], [-0.077, 0.070, 0.419], [-0.106, 0.070, 0.126], [0.570, 0.188, -0.277], [-0.013, 0.067, -0.153], [0.253, 0.381, -0.008], [-0.071, -0.479, 0.274], [0.092, 0.008, 0.298], [0.416, 0.529, -0.094], [-0.536, -0.248, -0.324]]}